Entry 1:
{
  "formula": "C3H4N4S",
  "method": "wB97M-V/def2-TZVPD",
  "elements": ["S", "N", "C", "N", "C", "C", "N", "N", "H", "H", "H", "H"],
  "xyz": [[2.219, -1.655, -1.280], [1.015, -1.705, -0.072], [0.283, -0.657, 0.062], [-0.712, -0.675, 1.037], [-1.418, 0.382, 1.163], [-1.241, 1.585, 0.352], [-0.323, 1.630, -0.546], [0.420, 0.514, -0.682], [2.696, -2.918, -1.058], [-2.187, 0.402, 1.943], [-1.860, 2.477, 0.485], [1.108, 0.620, -1.405]],
  "nbo_charge": [0.11, -0.61, 0.46, -0.37, 0.08, -0.08, -0.14, -0.42, 0.14, 0.20, 0.21, 0.41],
  "homo_energy_ha": -0.300,
  "relative_energy_kcal_mol": 23.26,
  "energy_ha": -733.87020,
  "multiplicity": 1,
  "e_lumo_ha": -0.010,
  "gap_ev": 7.8955,
  "smiles": "S/N=c1/nccn[nH]1"
}


Entry 2:
{
  "formula": "C3H4N4S2",
  "method": "wB97M-V/def2-TZVPD",
  "elements": ["C", "C", "C", "N", "N", "N", "N", "S", "S", "H", "H", "H", "H"],
  "xyz": [[0.113, 0.517, 1.141], [-0.800, -2.870, -0.986], [0.640, 1.120, 0.006], [-0.380, 0.550, 2.244], [-0.114, -3.613, -0.363], [0.585, 2.171, -0.778], [-0.255, 3.161, -0.742], [-1.602, -1.753, -1.639], [1.426, -0.556, 0.042], [-0.617, -0.109, 3.005], [0.799, -3.965, -0.216], [0.989, 2.160, -1.775], [-0.783, 3.187, 0.061]],
  "nbo_charge": [0.36, 0.22, -0.09, -0.64, -0.68, -0.23, -0.49, 0.02, -0.07, 0.42, 0.44, 0.43, 0.32],
  "homo_energy_ha": [-0.278, -0.293],
  "relative_energy_kcal_mol": 86.63,
  "energy_ha": -1131.92866,
  "multiplicity": 1,
  "e_lumo_ha": [-0.008, -0.019],
  "gap_ev": [7.3332, 7.4331]
}


Entry 3:
{
  "formula": "C3H4N6O2",
  "method": "wB97M-V/def2-TZVPD",
  "elements": ["H", "N", "N", "O", "O", "H", "N", "C", "N", "C", "C", "N", "N", "H", "H"],
  "xyz": [[1.504, 1.529, 0.905], [2.149, 0.726, 1.030], [2.527, 0.460, -0.150], [2.053, 0.874, -1.202], [3.696, -0.263, -0.219], [3.880, -0.640, 0.657], [0.302, -2.558, -0.025], [-0.342, -1.604, -0.075], [-1.146, -0.497, -0.031], [-2.427, -0.512, -0.514], [-2.864, 0.724, -0.166], [-1.881, 1.356, 0.511], [-0.833, 0.577, 0.661], [-2.769, -1.353, -0.959], [-3.850, 1.181, -0.423]],
  "nbo_charge": [0.37, -0.49, 0.55, -0.42, -0.51, 0.50, -0.27, 0.42, -0.23, -0.06, -0.10, -0.22, -0.02, 0.23, 0.24],
  "homo_energy_ha": -0.380,
  "relative_energy_kcal_mol": 0.00,
  "energy_ha": -595.52507,
  "multiplicity": 1,
  "e_lumo_ha": 0.008,
  "gap_ev": 10.5476,
  "smiles": "[H]/N=[N+](\\[O-])O.N#Cn1ccnn1"
}


Entry 4:
{
  "formula": "C3H4NO",
  "method": "wB97M-V/def2-TZVPD",
  "elements": ["C", "C", "C", "N", "O", "H", "H", "H", "H"],
  "xyz": [[0.024, 1.680, 1.265], [0.538, 0.723, -0.199], [-0.512, -0.072, 0.771], [1.023, 1.877, 0.489], [-0.949, 0.987, 1.603], [1.361, -0.007, -0.506], [-0.125, 0.972, -1.107], [-1.376, -0.348, 0.185], [-0.307, -1.028, 1.385]],
  "nbo_charge": [0.94, -0.26, -0.11, -0.29, -0.35, 0.30, 0.25, 0.25, 0.27],
  "homo_energy_ha": -0.621,
  "relative_energy_kcal_mol": 104.84,
  "energy_ha": -246.22501,
  "multiplicity": 1,
  "e_lumo_ha": -0.280,
  "total_charge": 1,
  "gap_ev": 9.2753
}


Entry 5:
{
  "formula": "C3H4NO",
  "method": "wB97M-V/def2-TZVPD",
  "elements": ["C", "C", "O", "C", "N", "H", "H", "H", "H"],
  "xyz": [[1.926, 1.884, -0.147], [1.464, 0.785, -0.150], [1.303, -0.561, -0.261], [0.182, -1.105, -0.152], [-0.949, -0.549, 0.080], [2.187, 2.874, 0.045], [0.170, -2.291, -0.396], [-0.951, 0.490, 0.158], [-1.733, -1.163, 0.303]],
  "nbo_charge": [-0.11, 0.15, -0.36, 0.57, -0.69, 0.27, 0.26, 0.46, 0.47],
  "homo_energy_ha": -0.575,
  "relative_energy_kcal_mol": 44.99,
  "energy_ha": -246.32039,
  "multiplicity": 1,
  "e_lumo_ha": -0.176,
  "total_charge": 1,
  "gap_ev": 10.8726,
  "smiles": "C#COC=[NH2+]"
}


Entry 6:
{
  "formula": "C3H4NO2",
  "method": "wB97M-V/def2-TZVPD",
  "elements": ["O", "C", "C", "C", "N", "O", "H", "H", "H", "H"],
  "xyz": [[-0.039, 1.708, 1.704], [0.017, 0.895, 0.734], [0.069, 0.723, -0.719], [0.039, -0.835, -0.514], [-0.032, -0.557, 0.918], [-0.291, -1.179, 1.898], [-0.739, 0.960, -1.411], [0.997, 1.247, -1.175], [-0.810, -1.365, -0.809], [0.788, -1.597, -0.625]],
  "nbo_charge": [-0.29, 0.60, -0.54, -0.29, 0.28, 0.02, 0.32, 0.32, 0.28, 0.30],
  "homo_energy_ha": -0.626,
  "relative_energy_kcal_mol": 105.55,
  "energy_ha": -321.49819,
  "multiplicity": 1,
  "e_lumo_ha": -0.321,
  "total_charge": 1,
  "gap_ev": 8.3249,
  "smiles": "O=C1CC[N+]1=O"
}


Entry 7:
{
  "formula": "C3H4NO2",
  "method": "wB97M-V/def2-TZVPD",
  "elements": ["C", "C", "C", "N", "O", "O", "H", "H", "H", "H"],
  "xyz": [[-0.112, 0.127, 0.428], [-0.251, 1.004, 1.551], [0.073, -1.183, -1.474], [0.579, -0.246, -0.714], [-1.310, 0.271, 0.803], [1.595, 0.393, -0.949], [-0.054, 0.633, 2.555], [-0.250, 2.085, 1.419], [-0.880, -1.635, -1.248], [0.611, -1.449, -2.372]],
  "nbo_charge": [0.72, -0.09, -0.01, 0.02, -0.26, -0.39, 0.26, 0.27, 0.23, 0.26],
  "homo_energy_ha": [-0.547, -0.553],
  "relative_energy_kcal_mol": 138.42,
  "energy_ha": -321.44580,
  "multiplicity": 1,
  "e_lumo_ha": [-0.275, -0.274],
  "total_charge": 1,
  "gap_ev": [7.4136, 7.5915]
}


Entry 8:
{
  "formula": "C3H4NO2",
  "method": "wB97M-V/def2-TZVPD",
  "elements": ["C", "C", "C", "N", "O", "O", "H", "H", "H", "H"],
  "xyz": [[-1.678, 0.501, 0.131], [-0.231, 0.712, 0.204], [-0.211, -0.768, -0.152], [-1.695, -0.864, -0.006], [-3.158, 1.271, 0.107], [-2.416, -1.814, -0.083], [0.138, 1.489, -0.467], [0.025, 1.080, 1.163], [-0.016, -0.957, -1.258], [0.495, -1.531, 0.287]],
  "nbo_charge": [0.53, -0.51, -0.30, 0.22, -0.15, -0.02, 0.31, 0.31, 0.30, 0.31],
  "homo_energy_ha": [-0.610, -0.611],
  "relative_energy_kcal_mol": 205.28,
  "energy_ha": -321.33925,
  "multiplicity": 1,
  "e_lumo_ha": [-0.354, -0.355],
  "total_charge": 1,
  "gap_ev": [6.9687, 6.9640]
}


Copy entry 7 word for word.
{
  "formula": "C3H4NO2",
  "method": "wB97M-V/def2-TZVPD",
  "elements": ["C", "C", "C", "N", "O", "O", "H", "H", "H", "H"],
  "xyz": [[-0.112, 0.127, 0.428], [-0.251, 1.004, 1.551], [0.073, -1.183, -1.474], [0.579, -0.246, -0.714], [-1.310, 0.271, 0.803], [1.595, 0.393, -0.949], [-0.054, 0.633, 2.555], [-0.250, 2.085, 1.419], [-0.880, -1.635, -1.248], [0.611, -1.449, -2.372]],
  "nbo_charge": [0.72, -0.09, -0.01, 0.02, -0.26, -0.39, 0.26, 0.27, 0.23, 0.26],
  "homo_energy_ha": [-0.547, -0.553],
  "relative_energy_kcal_mol": 138.42,
  "energy_ha": -321.44580,
  "multiplicity": 1,
  "e_lumo_ha": [-0.275, -0.274],
  "total_charge": 1,
  "gap_ev": [7.4136, 7.5915]
}